{"formula": "C4H13NO", "method": "wB97M-V/def2-TZVPD", "species": ["O", "N", "C", "C", "C", "C", "H", "H", "H", "H", "H", "H", "H", "H", "H", "H", "H", "H", "H"], "positions_angstrom": [[0.49260, 2.47174, -4.04500], [0.52690, -0.52728, 0.95490], [-0.66561, -0.14880, 1.70589], [-0.04381, -1.52692, -1.20521], [0.59310, -1.73503, 0.18643], [-0.60675, 1.28586, 2.25615], [-1.12093, -1.45075, -1.06542], [1.34448, 2.90293, -3.95485], [0.07370, 1.26279, 3.12136], [-1.60688, 1.66389, 2.44557], [0.01682, -2.55239, 0.65849], [-1.59077, -0.30308, 1.14816], [0.18787, 2.93505, -4.82529], [0.23608, -0.55600, -1.60507], [0.13840, -2.40069, -1.83417], [-0.03098, 1.98754, 1.63929], [-0.79093, -0.72283, 2.63117], [1.64845, -1.99257, 0.06930], [1.19827, -0.59347, 1.71829]], "homo_energy_ev": -8.60, "charge": 0, "de_lowest_ev": 1.015, "homo_lumo_gap_ev": 9.60}


{"formula": "C4H13NO", "method": "wB97M-V/def2-TZVPD", "species": ["O", "N", "C", "C", "C", "C", "H", "H", "H", "H", "H", "H", "H", "H", "H", "H", "H", "H", "H"], "positions_angstrom": [[0.13962, 1.18465, -3.29820], [2.04947, 0.20950, -0.08154], [-0.69820, 1.07887, 0.83590], [-1.37582, -1.34507, 0.81019], [0.91443, -0.68277, -0.02095], [-0.21229, -0.35300, 0.97854], [2.53342, 0.22019, 0.80537], [0.42464, -0.80268, -0.99645], [-1.17943, 1.21216, -0.14644], [1.80528, 1.16220, -0.30400], [0.15920, -0.50398, 2.00550], [-0.31861, 1.19143, -2.44490], [-1.00574, -2.35469, 0.78027], [0.87478, 0.57541, -3.14653], [-1.97848, -1.09951, -0.06953], [-2.04728, -1.22941, 1.66806], [-1.46685, 1.44677, 1.50724], [0.14050, 1.78006, 0.89682], [1.24135, -1.69011, 0.22064]], "homo_energy_ev": -9.45, "charge": 0, "de_lowest_ev": 0.269, "homo_lumo_gap_ev": 10.36}


{"formula": "C4H13NO2", "method": "wB97M-V/def2-TZVPD", "species": ["O", "O", "N", "C", "C", "C", "C", "H", "H", "H", "H", "H", "H", "H", "H", "H", "H", "H", "H", "H"], "positions_angstrom": [[-1.31235, -2.09802, -1.94709], [0.41752, 0.18010, 3.29234], [1.29304, 1.83508, 0.95315], [-0.11615, -0.11866, 0.08015], [-0.73444, -0.89567, -2.32794], [0.39578, -0.39647, -1.35801], [-0.10487, 1.29653, 0.74587], [-0.63895, 1.86751, -0.03670], [-0.69891, 1.34216, 1.60622], [1.27954, -1.13540, -1.16438], [1.23785, 0.04485, 2.80439], [-0.27398, -0.99087, -3.31030], [1.93790, 1.28712, 0.41350], [0.11888, -0.81217, 0.89144], [-1.11970, -0.53044, 0.08830], [0.33165, 1.14489, 3.32389], [0.65880, 0.56691, -1.78291], [1.16502, 2.80923, 0.75975], [-1.42060, -0.04994, -2.55122], [-0.89595, -2.41843, -1.13663]], "homo_energy_ev": -9.66, "charge": 0, "de_lowest_ev": 1.967, "homo_lumo_gap_ev": 10.49}


{"formula": "C4H13NO2", "method": "wB97M-V/def2-TZVPD", "species": ["O", "O", "N", "C", "C", "C", "C", "H", "H", "H", "H", "H", "H", "H", "H", "H", "H", "H", "H", "H"], "positions_angstrom": [[-6.72989, -0.50470, 1.27393], [3.69009, 1.26824, -0.46510], [0.92105, 1.12822, -0.75494], [0.69387, -0.18452, -1.37119], [0.49980, 1.05126, 0.66719], [1.05157, -0.39812, 0.97848], [0.42699, -1.14676, -0.15125], [0.93229, -2.10459, -0.37614], [2.13136, -0.27850, 0.96442], [0.78710, 1.96489, 1.17513], [-0.58636, 0.94200, 0.61795], [1.02693, 1.85182, -1.44234], [-0.20800, -0.30888, -1.98014], [-0.60684, -1.51397, -0.21254], [-5.84839, -0.87469, 1.19995], [0.70430, -0.76546, 1.94968], [2.80889, 1.30091, -0.93408], [1.56842, -0.49407, -1.92974], [3.97606, 0.37810, -0.68834], [-7.23924, -1.31118, 1.47907]], "homo_energy_ev": -8.56, "charge": 0, "de_lowest_ev": 1.553, "homo_lumo_gap_ev": 9.22}


{"formula": "C4H13NO2", "method": "wB97M-V/def2-TZVPD", "species": ["O", "O", "N", "C", "C", "C", "C", "H", "H", "H", "H", "H", "H", "H", "H", "H", "H", "H", "H", "H"], "positions_angstrom": [[-0.39534, -2.36675, 3.26769], [-2.31776, 1.00957, -2.18589], [0.31014, -0.88167, 0.74854], [1.67517, 1.17476, 0.48241], [-1.48209, 0.06515, -1.52154], [0.34744, 0.49618, 0.20159], [-0.06804, 0.55437, -1.25521], [0.33888, -2.73763, 2.78347], [0.18440, -1.55105, 0.00646], [0.13731, 1.60576, -1.44399], [-1.45965, -0.90343, -2.00779], [-0.97881, -1.90325, 2.66432], [2.45168, 0.85677, -0.22382], [1.63677, 2.25633, 0.35574], [-1.86922, 1.39051, -2.94652], [-1.99727, -0.00677, -0.57424], [-0.39727, 1.08419, 0.75491], [1.15959, -0.97572, 1.28699], [0.64567, -0.01485, -1.83870], [2.07840, 0.84750, 1.44558]], "homo_energy_ev": -9.53, "charge": 0, "de_lowest_ev": 0.946, "homo_lumo_gap_ev": 10.32}


{"formula": "C4H13NO2", "method": "wB97M-V/def2-TZVPD", "species": ["O", "O", "N", "C", "C", "C", "C", "H", "H", "H", "H", "H", "H", "H", "H", "H", "H", "H", "H", "H"], "positions_angstrom": [[0.06937, -5.38325, -1.70632], [-4.17621, -0.49157, 0.60744], [3.01873, 0.69581, 1.37686], [-0.21868, 1.62392, -0.33940], [-1.28747, 1.31431, -1.11859], [0.62451, 0.86674, 0.59956], [1.99933, 1.54365, 0.68007], [1.78715, 2.53305, 1.11432], [-2.26481, 0.94862, -0.80900], [-4.40506, -0.50226, -0.32891], [-1.07051, 1.74186, -2.10132], [2.84188, -0.25753, 1.10527], [0.13584, 0.84546, 1.62435], [0.17415, -4.63684, -2.29896], [0.75561, -0.18129, 0.29558], [-3.28237, -0.85115, 0.56319], [-0.10640, -5.03516, -0.83015], [0.15576, 2.64747, -0.47987], [2.36253, 1.76040, -0.32225], [2.88665, 0.81776, 2.36813]], "homo_energy_ev": -8.67, "charge": 0, "de_lowest_ev": 2.999, "homo_lumo_gap_ev": 8.86}


{"formula": "C4H13NO2", "method": "wB97M-V/def2-TZVPD", "species": ["O", "O", "N", "C", "C", "C", "C", "H", "H", "H", "H", "H", "H", "H", "H", "H", "H", "H", "H", "H"], "positions_angstrom": [[-3.48454, 0.50867, 1.81882], [3.75404, -1.08594, -0.53343], [0.12283, -0.57000, 1.25899], [0.34662, 0.24462, 2.20872], [0.52469, -0.16414, -0.07098], [-0.35824, 0.19684, -2.36821], [-0.71954, 0.19964, -0.86278], [-2.83578, 0.65840, 2.54153], [-1.12986, 0.80526, -2.98184], [0.86432, -1.16168, -0.57800], [3.58452, -1.86779, -1.07809], [0.72648, 1.28257, 2.13247], [-1.25329, 1.15224, -0.41169], [1.32446, 0.55309, -0.17592], [3.25926, -1.16411, 0.29893], [-0.19776, -0.76642, -2.79351], [-3.91336, 1.30458, 1.58227], [0.22286, -0.16316, 3.28947], [-1.46543, -0.71364, -0.75663], [0.62770, 0.75097, -2.52009]], "homo_energy_ev": -9.78, "charge": 0, "de_lowest_ev": 2.022, "homo_lumo_gap_ev": 10.57}


{"formula": "C4H13NO2", "method": "wB97M-V/def2-TZVPD", "species": ["O", "O", "N", "C", "C", "C", "C", "H", "H", "H", "H", "H", "H", "H", "H", "H", "H", "H", "H", "H"], "positions_angstrom": [[1.81231, 4.24454, -1.52089], [-0.09250, -1.77074, 1.85079], [1.00201, -0.69795, -1.93124], [-0.44907, -0.58787, 1.09567], [0.39885, -1.68779, -0.99368], [-0.83048, -1.02191, -0.31415], [-1.43577, 0.29990, 1.84736], [-0.46118, -1.52754, 2.70801], [1.48925, 4.54753, -0.66440], [0.46400, 0.02099, 0.99713], [-0.94566, 0.61701, 2.78591], [0.11802, -2.60252, -1.53025], [-2.41255, -0.11838, 2.08216], [1.04595, -1.87487, -0.12928], [-1.65797, 1.20679, 1.27704], [-1.27978, -0.15278, -0.81242], [1.88066, -1.11119, -2.23628], [-1.63603, -1.79300, -0.24903], [2.62251, 4.76537, -1.53888], [0.36745, -0.75559, -2.72358]], "homo_energy_ev": -9.37, "charge": 0, "de_lowest_ev": 0.949, "homo_lumo_gap_ev": 10.26}


{"formula": "C4H13NO2", "method": "wB97M-V/def2-TZVPD", "species": ["O", "O", "N", "C", "C", "C", "C", "H", "H", "H", "H", "H", "H", "H", "H", "H", "H", "H", "H", "H"], "positions_angstrom": [[-0.38099, 1.57528, 3.76031], [1.80372, 1.53978, 6.04355], [-1.47253, -0.20101, -0.82336], [1.00671, -0.43211, -3.74489], [-0.40033, -2.29951, -2.75294], [-0.58363, 0.06350, -1.91333], [-0.10164, -0.82182, -2.78521], [0.49039, -2.91552, -2.84644], [-1.76564, -1.16619, -0.87752], [0.76550, -0.69659, -4.77928], [-0.29402, 1.10553, -2.00880], [-0.97554, 1.43992, 3.01671], [1.11746, 0.64726, -3.71631], [-1.04247, -2.55462, -3.60877], [-0.46275, 0.84249, 4.37471], [-2.30011, 0.37048, -0.97330], [1.04933, 2.10119, 6.23808], [-0.91790, -2.64030, -1.85152], [1.69220, 1.24845, 5.11741], [1.95257, -0.86909, -3.41082]], "homo_energy_ev": -8.36, "charge": 0, "de_lowest_ev": 0.823, "homo_lumo_gap_ev": 9.04}


{"formula": "C4H13NO2", "method": "wB97M-V/def2-TZVPD", "species": ["O", "O", "N", "C", "C", "C", "C", "H", "H", "H", "H", "H", "H", "H", "H", "H", "H", "H", "H", "H"], "positions_angstrom": [[0.29513, 4.77398, 3.59976], [0.10292, -2.62272, 0.24806], [-0.14281, -0.67371, -2.90002], [0.47416, -1.26859, 0.00138], [1.03016, -0.57242, 1.23730], [-1.17750, -1.01723, -1.91652], [-0.76694, -0.56527, -0.52468], [0.24716, -0.46145, 1.96975], [-1.62169, -0.72125, 0.14047], [0.73467, 5.45602, 3.07939], [1.20756, 0.46123, 0.95101], [-2.15897, -0.59723, -2.15860], [1.88439, -1.05855, 1.68584], [-1.28803, -2.10262, -1.93743], [-0.58791, 0.51220, -0.60975], [0.85592, -3.19634, 0.07954], [1.22442, -1.26256, -0.79021], [-0.53683, -0.60110, -3.82764], [0.23076, 0.24678, -2.69671], [-0.00656, 5.27083, 4.36905]], "homo_energy_ev": -9.18, "charge": 0, "de_lowest_ev": 0.550, "homo_lumo_gap_ev": 10.11}


{"formula": "C4H13NO2", "method": "wB97M-V/def2-TZVPD", "species": ["O", "O", "N", "C", "C", "C", "C", "H", "H", "H", "H", "H", "H", "H", "H", "H", "H", "H", "H", "H"], "positions_angstrom": [[-3.23508, -2.53094, -1.18982], [-1.74772, 0.60941, 0.35011], [1.09851, 1.19003, 0.19859], [1.63211, 0.67662, -1.03006], [-0.90229, 0.44003, 1.48624], [3.09710, -0.00688, -0.75216], [0.58747, 0.14383, 1.15507], [1.81097, 1.77334, 0.64434], [-0.95535, 1.33897, 2.08870], [1.24569, 0.01978, 2.02192], [3.03080, -1.03586, -0.39299], [0.98540, -0.02188, -1.56041], [0.62312, -0.73364, 0.49197], [-1.06436, 1.10339, -0.12675], [-3.55271, -3.11734, -0.50848], [-1.19156, -0.46569, 2.06897], [1.91044, 1.38155, -1.81347], [-3.68349, -1.68017, -1.18897], [3.77660, 0.01153, -1.59154], [3.34962, 0.57487, 0.14348]], "homo_energy_ev": [-13.78, -13.78], "charge": 1, "de_lowest_ev": 2.498, "homo_lumo_gap_ev": [10.54, 5.09], "multiplicity": 2}


{"formula": "C4H13NO3", "method": "wB97M-V/def2-TZVPD", "species": ["O", "O", "O", "N", "C", "C", "C", "C", "H", "H", "H", "H", "H", "H", "H", "H", "H", "H", "H", "H", "H"], "positions_angstrom": [[2.92872, 1.03952, 0.03695], [2.10722, -0.79480, 1.36501], [-1.91269, -1.53234, 0.99376], [-0.66355, 0.03996, -0.17412], [1.27743, -0.73904, -1.38304], [-0.93652, -0.86934, 0.79033], [0.64576, 0.33252, -0.49350], [-3.60718, 0.75478, -0.19817], [2.34226, -0.50865, -1.44381], [0.70402, 1.30701, -0.97141], [2.10593, -0.78124, 2.32487], [0.89534, -0.78781, -2.39307], [-2.79254, 0.13603, -0.58108], [2.62643, 0.04012, 0.89978], [1.30173, -1.72013, -0.90840], [-3.31602, 1.80001, -0.10061], [-4.46362, 0.61995, -0.84157], [-3.78002, 0.37623, 0.80967], [1.15303, 0.42577, 0.54314], [-0.16942, -0.91027, 1.60281], [3.55367, 1.77172, 0.12245]], "homo_energy_ev": -9.57, "charge": 0, "de_lowest_ev": 7.820, "homo_lumo_gap_ev": 5.49}


Going through the records in order, we get total energy values of -290.15964 -290.18706 -365.37019 -365.38541 -365.40773 -365.33228 -365.36818 -365.40762 -365.41226 -365.42228 -365.05519 -440.42783 a.u..